No. 1
A cluster of 9 separate species, C17H56N16O11P2 in total in a non-equilibrium geometry, computed with ωB97M-V with the def2-TZVPD basis set.

```
! wB97M-V def2-TZVPD RIJCOSX def2/J DEFGRID3
* xyz 0 1
C 4.17 -5.51 -4.69
H -9.78 0.86 -2.18
C 5.32 -1.11 -5.41
C -3.35 -0.97 -3.03
H 6.09 -5.93 -5.37
O 0.85 -3.39 -4.41
C 0.51 0.09 1.51
H 1.58 -0.19 1.40
H 0.63 -2.22 -1.08
N 5.40 -5.24 -5.18
N -3.61 -0.27 3.90
N 6.35 -1.63 3.03
H -0.87 1.57 0.74
O -8.60 3.77 -1.70
O 6.07 0.04 4.54
H 6.14 -2.56 2.70
H -0.12 -0.77 1.20
P -1.59 -1.64 -3.15
H 7.03 -1.14 8.78
H 2.91 0.00 5.99
H -1.17 -0.49 -3.88
C 0.20 1.34 0.65
H 0.74 2.19 1.12
H 0.36 0.36 -1.36
N 3.89 -6.83 -4.45
H -3.16 1.75 6.34
H 3.70 -0.76 9.91
N 4.30 -0.57 -4.68
H -4.03 -1.86 -3.02
H -1.65 0.04 -0.92
N 0.56 0.26 6.85
H 4.13 0.41 -4.61
H 3.69 -1.21 -4.20
H 1.81 -3.49 -4.45
O 5.50 -2.32 -5.48
H 6.87 -0.58 -6.60
H 1.19 -0.09 7.55
H -1.19 3.76 -2.40
H 2.58 0.55 4.38
H -4.34 -0.77 3.43
H -0.40 0.40 7.08
H 5.99 0.78 -6.01
C -3.65 -0.16 -1.73
N 6.12 -0.21 -6.05
H -6.71 4.37 -1.83
H -4.37 5.82 -4.06
O -5.33 2.89 -3.28
N 4.67 -0.90 9.67
O 0.16 0.97 4.72
O -5.13 0.63 5.33
N 4.93 -1.90 4.82
C 5.05 -0.60 8.40
H -3.84 4.30 -4.68
H 0.29 0.24 2.58
H -2.93 2.27 -2.68
H -9.63 2.08 -4.19
H -1.49 -1.84 -1.74
O 1.06 -2.81 -1.71
H 4.55 -7.57 -4.62
H 1.81 1.17 -0.74
H -1.97 -2.80 -3.92
C -5.28 4.11 -3.26
H -1.98 1.08 5.26
H 6.66 -0.58 7.18
P 0.58 -2.26 -3.22
N -9.26 2.85 -3.66
H 6.99 -1.06 2.52
N 2.26 0.34 5.31
H 2.99 -7.05 -4.08
H -3.93 -0.83 -0.90
H 4.50 -1.53 5.66
C 0.94 0.55 5.57
C -3.97 0.51 4.96
C 5.80 -1.09 4.16
H 0.86 3.39 -1.01
H -9.01 3.69 -4.14
H -9.27 1.60 -0.71
N -6.06 4.86 -2.43
N -2.93 1.16 5.56
C -1.12 2.92 -1.68
H 5.29 -1.24 10.37
O 3.35 -4.62 -4.47
C -9.06 2.82 -2.32
N -4.43 4.82 -4.06
H -1.47 1.37 -3.14
H -2.67 -0.38 3.58
H 5.60 -4.26 -5.36
N -9.41 1.65 -1.70
C 0.39 2.57 -1.57
O 1.41 -1.02 -3.57
H -6.04 5.86 -2.40
H -2.76 1.27 -0.33
H -1.55 3.31 -0.75
H -3.66 -0.36 -3.90
C -2.46 0.72 -1.24
C -2.02 1.79 -2.27
C 0.71 1.25 -0.81
H 0.89 2.50 -2.55
H 4.69 -2.83 4.53
O 4.26 -0.17 7.56
N 6.36 -0.80 8.11
H -4.49 0.54 -1.92
*
```

Values from the calculation:
HOMO energy in eV: -7.93
LUMO level in Ha: 0.012
Energy in eV: -83488.406
SMILES string: CCCCCCCCC[PH3]P(=O)(O)O.NC(N)=O.NC(N)=O.NC(N)=O.NC(N)=O.NC(N)=O.NC(N)=O.NC(N)=O.NC(N)=O
Strongest force on any atom in eV Å⁻¹: 3.25


No. 2
A structure of composition C15H12N2O4Tc in a non-equilibrium geometry, computed with ωB97M-V with the def2-TZVPD basis set.

```
! wB97M-V def2-TZVPD RIJCOSX def2/J DEFGRID3
* xyz 0 2
C 1.66 -0.40 -5.40
C -1.95 0.77 3.73
O 2.25 1.06 1.63
C -3.45 0.42 1.38
H -3.81 1.07 4.68
Tc 0.76 0.48 0.60
C -0.15 0.19 5.18
H 0.74 0.60 4.71
O 0.04 0.46 2.40
H 3.23 -1.39 -6.48
H -0.03 0.21 6.27
C 2.85 -1.12 -5.50
H -0.30 -0.84 4.86
C -4.08 0.70 2.58
C 1.18 -0.04 -4.15
C 3.55 -1.48 -4.36
C 1.88 -0.41 -3.01
H 4.47 -2.04 -4.44
C -1.26 -0.01 0.16
H 1.12 -0.11 -6.29
H -4.02 0.27 0.47
O -1.30 0.99 4.90
C -2.06 0.34 1.36
N -0.69 1.00 -0.59
O 2.15 -0.24 -0.64
C -1.30 0.51 2.51
H 3.60 -1.40 -2.21
C -3.33 0.86 3.74
H 0.26 0.53 -4.05
C 1.37 -0.05 -1.67
H -5.16 0.78 2.62
H -1.37 -1.00 -0.29
C 3.06 -1.13 -3.11
N 0.12 0.41 -1.60
*
```

Values from the calculation:
HOMO energy (spin up / spin down) in eV: -8.44 / -8.48
LUMO level (spin up / spin down) in Ha: -0.086 / -0.078
Energy in eV: -29111.700
Expectation value of S²: 0.885
Strongest force on any atom in eV Å⁻¹: 7.97


No. 3
A cluster of 2 separate species, C2H2O5S in total in a non-equilibrium geometry, computed with ωB97M-V with the def2-TZVPD basis set.

```
! wB97M-V def2-TZVPD RIJCOSX def2/J DEFGRID3
* xyz -2 1
H -0.33 0.97 0.58
H 0.73 -0.84 -0.93
O -1.39 -1.66 2.30
O -0.79 -0.37 -2.01
C -1.16 -0.48 2.03
O 1.13 -0.91 -0.06
C -0.68 -0.05 0.66
S -1.73 -0.60 -0.85
O -1.37 0.53 2.76
O -2.81 0.44 -0.86
*
```

Values from the calculation:
Relative energy (zero: lowest compared OMol25 entry of this formula, charge and spin) in kJ/mol: 221.2
HOMO energy in eV: -0.20
LUMO level in Ha: 0.237
Energy in eV: -23176.295
Strongest force on any atom in eV Å⁻¹: 3.17


No. 4
The molecule C5H10O in a non-equilibrium geometry, computed with ωB97M-V with the def2-TZVPD basis set.

```
! wB97M-V def2-TZVPD RIJCOSX def2/J DEFGRID3
* xyz 0 1
C 0.56 -0.83 0.26
C 0.40 -0.30 -1.13
C 1.23 0.80 -1.65
C -1.67 0.19 1.02
C -0.19 0.01 1.34
O 1.52 -0.56 -1.99
H -0.58 -0.45 -1.62
H -2.21 0.73 1.79
H 0.18 -1.87 0.27
H 0.85 1.42 -2.48
H -1.79 0.71 0.06
H 0.30 1.01 1.35
H -2.18 -0.78 0.96
H 1.97 1.29 -1.02
H -0.02 -0.47 2.32
H 1.63 -0.89 0.52
*
```

Values from the calculation:
Relative energy (zero: lowest compared OMol25 entry of this formula, charge and spin) in kJ/mol: 132.3
HOMO energy in eV: -10.13
LUMO level in Ha: 0.041
Energy in eV: -7393.394
SMILES string: CCC[C@H]1CO1
Strongest force on any atom in eV Å⁻¹: 1.00


What is the strongest force on any atom in the fourth record? 1.00 eV Å⁻¹


Look up the energy of the second one. -29111.700 eV


Which value of strongest force on any atom does entry 3 give? 3.17 eV Å⁻¹